(A)
ORCA calculation (ωB97M-V/def2-TZVPD) on a single C24H24N2O3 molecule.

Structure (XYZ):
```
53
Properties=species:S:1:pos:R:3:mulliken_charge:R:1
C -3.087 -3.015 0.801 -1.4106
C -2.745 -1.573 1.182 0.0341
C -3.884 -0.648 0.860 0.9258
C -4.675 -0.150 1.889 -0.6836
C -5.797 0.620 1.642 -0.6988
C -6.166 0.897 0.337 -0.5774
C -5.389 0.423 -0.703 -0.1913
C -4.244 -0.327 -0.452 -0.2612
N -3.501 -0.780 -1.567 0.0577
C -2.215 -0.512 -1.913 0.1365
O -1.717 -1.016 -2.900 -0.6820
C -1.461 0.435 -1.037 -0.4666
C -2.004 1.634 -0.592 -0.3551
C -1.239 2.491 0.180 -1.1334
C 0.059 2.160 0.527 -0.4090
C 0.606 0.971 0.063 0.2034
N 1.937 0.617 0.398 0.4155
C 3.009 1.494 0.309 -0.1472
O 2.931 2.643 -0.034 -0.6147
C 4.260 0.734 0.689 -0.1435
C 5.177 0.515 -0.529 -0.1551
C 6.452 -0.174 -0.028 -0.9330
C 5.971 -1.599 0.316 -0.8910
C 4.477 -1.556 -0.027 -0.1616
C 4.470 -0.635 -1.248 -0.9548
C 3.785 -0.679 1.034 -0.1385
C 2.286 -0.653 0.838 -0.1024
O 1.510 -1.551 1.026 -0.6251
C -0.142 0.118 -0.733 0.4917
H -2.275 -3.676 1.092 0.4143
H -3.997 -3.337 1.304 0.3456
H -3.234 -3.105 -0.272 0.3456
H -2.541 -1.526 2.253 0.5339
H -1.835 -1.275 0.661 -0.4326
H -4.409 -0.387 2.909 0.3800
H -6.390 0.990 2.464 0.4139
H -7.050 1.481 0.129 0.3959
H -5.660 0.636 -1.727 0.4492
H -4.014 -1.306 -2.264 0.2620
H -3.012 1.910 -0.859 0.5793
H -1.660 3.424 0.522 0.3994
H 0.651 2.824 1.136 0.4698
H 4.777 1.262 1.492 0.5720
H 5.348 1.423 -1.103 0.5145
H 6.880 0.340 0.832 0.3973
H 7.205 -0.192 -0.815 0.3840
H 6.140 -1.855 1.361 0.4102
H 6.477 -2.344 -0.297 0.3777
H 4.011 -2.532 -0.144 0.5062
H 5.053 -1.033 -2.076 0.4027
H 3.473 -0.382 -1.604 0.3178
H 4.013 -1.017 2.046 0.5663
H 0.279 -0.801 -1.110 0.4662
```

Kohn-Sham gap	9.575	eV
2S+1	1
SMILES	CCc1ccccc1NC(=O)c1cccc(N2C(=O)[C@@H]3[C@H]4CC[C@H](C4)[C@@H]3C2=O)c1
E_HOMO	-8.842	eV

***

(B)
ORCA calculation (ωB97M-V/def2-TZVPD) on a single C24H24N2O3 molecule.

Structure (XYZ):
```
53
Properties=species:S:1:pos:R:3:mulliken_charge:R:1
C 5.273 -3.030 3.000 -1.1959
C 3.805 -3.442 3.053 -0.7726
N 2.949 -2.492 2.362 0.3987
C 2.498 -1.359 3.129 -1.7105
C 1.354 -1.674 4.069 1.0662
C 0.981 -0.730 5.018 -0.6419
C -0.069 -0.978 5.882 -0.5742
C -0.759 -2.176 5.811 -0.4312
C -0.393 -3.122 4.870 -0.8421
C 0.657 -2.873 4.003 -0.0711
C 2.713 -2.684 1.041 0.2954
O 3.201 -3.620 0.430 -0.6621
C 1.836 -1.694 0.342 -0.0944
C 2.325 -1.097 -0.816 -0.9765
C 1.541 -0.222 -1.538 -0.7628
C 0.237 0.061 -1.129 1.0295
N -0.512 0.944 -1.907 -0.1758
C -1.753 1.468 -1.662 0.6857
O -2.395 1.259 -0.653 -0.6490
C -2.252 2.359 -2.746 0.1746
C -3.119 3.392 -2.390 -0.5552
C -3.627 4.245 -3.341 -0.5673
C -3.298 4.076 -4.690 0.8829
O -3.850 4.967 -5.550 -0.4473
C -3.572 4.848 -6.925 -0.8321
C -2.456 3.029 -5.055 -0.4656
C -1.939 2.184 -4.089 -0.8246
C -0.266 -0.558 0.012 -0.6605
C 0.529 -1.425 0.736 -0.0119
H 5.425 -2.059 3.466 0.2826
H 5.881 -3.763 3.522 0.4167
H 5.601 -2.978 1.965 0.2925
H 3.686 -4.409 2.557 0.4567
H 3.463 -3.523 4.088 0.3792
H 2.191 -0.561 2.447 0.5573
H 3.342 -0.979 3.719 0.4441
H 1.518 0.206 5.074 0.4093
H -0.350 -0.234 6.613 0.3876
H -1.579 -2.371 6.486 0.3904
H -0.926 -4.059 4.808 0.3898
H 0.935 -3.618 3.270 0.3865
H 3.328 -1.326 -1.143 0.4637
H 1.935 0.243 -2.431 0.3412
H -0.039 1.272 -2.738 0.1547
H -3.380 3.508 -1.349 0.4122
H -4.290 5.052 -3.074 0.4207
H -2.502 4.960 -7.130 0.3367
H -3.922 3.890 -7.324 0.3397
H -4.117 5.658 -7.406 0.2387
H -2.201 2.857 -6.089 0.4002
H -1.315 1.361 -4.410 0.3973
H -1.276 -0.355 0.326 0.5437
H 0.116 -1.905 1.611 0.5500
```

Kohn-Sham gap	9.016	eV
2S+1	1
SMILES	CCN(Cc1ccccc1)C(=O)c1ccc(NC(=O)c2ccc(OC)cc2)cc1
E_HOMO	-8.417	eV

***

Which is the most stable structure? (A) is the most stable.

***

(A)
ORCA calculation (ωB97M-V/def2-TZVPD) on 2 unconnected molecules or ions with the total composition C3H10N3O.

Structure (XYZ):
```
17
Properties=species:S:1:pos:R:3:mulliken_charge:R:1
C -2.827 0.058 -0.688 -0.7425
C 2.178 1.402 -0.104 -0.6865
C 2.561 -0.983 0.061 -0.7486
N -2.535 -0.305 0.715 -0.8448
N 1.622 0.163 0.042 0.3881
N 0.350 -0.098 0.268 -0.3576
O -0.019 -1.391 0.208 -0.7307
H -3.266 -0.734 -1.137 0.3295
H -3.670 0.771 -0.588 0.2896
H -1.843 0.520 -1.279 0.2006
H 1.675 2.166 0.408 0.2150
H 3.156 1.314 -0.381 0.1515
H -1.760 -0.876 0.554 0.5277
H 2.721 -1.333 1.225 0.2023
H 2.020 -1.865 -0.344 0.2691
H 3.581 -0.638 -0.162 0.2706
H -2.086 0.480 1.125 0.2666
```

total charge	-1
Kohn-Sham gap (spin up / spin down)	5.758 / 5.794	eV
2S+1	1
E_HOMO (spin up / spin down)	-1.615 / -1.616	eV

***

(B)
ORCA calculation (ωB97M-V/def2-TZVPD) on a molecular structure, C3H10N3O.

Structure (XYZ):
```
17
Properties=species:S:1:pos:R:3:mulliken_charge:R:1
C 1.686 -1.691 -0.774 -0.5923
N 1.069 0.912 -0.358 -0.6281
C 0.587 0.220 -1.486 0.2607
N 0.841 -0.995 -1.746 -0.6109
H 1.825 -2.717 -1.128 0.2702
H 1.245 -1.673 0.218 0.1337
H 2.653 -1.199 -0.691 0.2805
H 0.914 1.905 -0.441 0.3236
H 0.512 0.618 0.485 0.3627
H -0.071 0.777 -2.147 0.3609
N -0.251 0.215 2.166 -1.0263
C -1.887 0.317 1.198 -0.2333
O -1.856 1.083 0.221 -0.6806
H -0.471 0.876 2.896 0.1815
H -0.080 -0.679 2.613 0.1183
H -1.923 -0.783 1.070 0.1803
H -2.415 0.604 2.132 0.2991
```

total charge	-1
Kohn-Sham gap	7.719	eV
2S+1	1
E_HOMO	-3.422	eV

***

Which is the most stable structure? (B) is the most stable.

***

(A)
ORCA calculation (ωB97M-V/def2-TZVPD) on a molecular structure, C2H3ClFP.

Structure (XYZ):
```
8
Properties=species:S:1:pos:R:3:mulliken_charge:R:1
C -0.666 -1.564 1.023 -0.5460
C 0.284 1.576 -1.514 -0.3067
F 1.355 -0.499 0.185 -0.2480
P -0.209 -0.127 0.113 0.4223
Cl 1.222 2.649 -0.690 -0.0204
H -1.565 -1.719 1.702 0.2640
H 0.237 -2.246 1.151 0.1948
H -0.658 1.930 -1.971 0.2399
```

Kohn-Sham gap (spin up / spin down)	7.329 / 7.329	eV
2S+1	1
E_HOMO (spin up / spin down)	-8.326 / -8.362	eV

***

(B)
ORCA calculation (ωB97M-V/def2-TZVPD) on a single C2H3ClFP molecule.

Structure (XYZ):
```
8
Properties=species:S:1:pos:R:3:mulliken_charge:R:1
F -1.607 -1.591 -0.386 -0.2877
P -0.242 -1.334 0.460 0.2808
C -0.430 0.525 0.523 -0.6975
C 0.613 0.014 -0.533 -0.1347
Cl 2.315 0.149 0.083 -0.2023
H -0.003 1.107 1.239 0.3596
H -1.415 0.894 0.226 0.2671
H 0.770 0.237 -1.612 0.4149
```

Kohn-Sham gap	10.663	eV
2S+1	1
SMILES	FP1C[C@H]1Cl
E_HOMO	-9.851	eV

***

Which is the most stable structure? (B) is the most stable.

***

(A)
ORCA calculation (ωB97M-V/def2-TZVPD) on 2 unconnected molecules or ions with the total composition C4H9N2S.

Structure (XYZ):
```
16
Properties=species:S:1:pos:R:3:mulliken_charge:R:1
C 1.010 -0.095 -0.830 0.3044
C 2.587 0.721 0.469 -0.0320
C -2.967 -0.756 -0.050 -0.7549
C 2.157 -0.553 0.880 -0.2672
N 1.847 1.004 -0.655 0.0486
N 1.331 -1.148 0.043 -0.2338
S -2.182 0.876 0.078 -0.2223
H 0.694 -0.466 -1.797 0.3955
H -0.079 0.376 -0.586 -0.3562
H 3.247 1.406 0.911 0.4321
H -2.426 -1.630 0.219 0.3361
H -3.259 -0.761 -1.172 0.2600
H -3.710 -0.746 0.755 0.3183
H -2.586 1.163 1.277 0.1601
H 2.533 -1.192 1.624 0.4535
H 1.803 1.800 -1.167 0.1577
```

total charge	+1
Kohn-Sham gap	6.945	eV
2S+1	1
E_HOMO	-12.853	eV

***

(B)
ORCA calculation (ωB97M-V/def2-TZVPD) on a gas-phase ion, C4H9N2S (charge +1).

Structure (XYZ):
```
16
Properties=species:S:1:pos:R:3:mulliken_charge:R:1
C 2.171 0.903 -0.645 -0.7745
C 1.420 -0.042 -0.134 0.6153
C 1.639 -0.658 1.193 -1.1030
S -0.008 -0.697 -1.179 -0.0337
N -1.077 -0.836 0.102 -0.1420
C -2.285 -0.505 -0.101 0.2987
N -3.333 -0.527 0.692 -0.3308
H 1.937 1.469 -1.573 0.2658
H 2.950 1.510 -0.180 0.3004
H 2.698 -0.973 1.367 0.3275
H 1.293 0.060 1.943 0.3762
H 0.842 -1.448 1.482 0.2057
H -0.510 -1.332 0.935 0.1959
H -2.593 -0.210 -1.129 0.2623
H -4.228 -0.128 0.395 0.2685
H -3.258 -0.669 1.737 0.2677
```

total charge	+1
Kohn-Sham gap	9.498	eV
2S+1	1
SMILES	C=C(C)S/[NH+]=C/N
E_HOMO	-12.888	eV

***

Which is the most stable structure? (B) is the most stable.